[1]
Formula: C3H8NO3
Source: the OMol25 dataset
Level of theory: wB97M-V/def2-TZVPD

Lowest unoccupied orbital energy   -3.5 eV
HOMO energy   -14.930 eV
Energy above the lowest of the compared OMol25 structures with the same formula, charge and spin   10.80 kcal/mol
M   106.1 u
Total charge   +1

Atoms and positions in Å:
C 3.39 -0.25 0.08
C -2.81 0.60 -0.01
C -1.42 0.05 0.05
N -1.32 -1.23 -0.18
O 4.21 0.68 -0.27
O -0.44 0.79 0.31
O 2.22 -0.09 0.18
H 3.82 -1.14 0.42
H -3.01 1.22 0.91
H -2.86 1.10 -0.87
H -3.59 -0.07 0.24
H 3.93 1.54 -0.56
H -2.01 -1.85 -0.60
H -0.54 -1.85 -0.02
H 0.45 0.50 0.33


[2]
Formula: C3H8NO3
Source: the OMol25 dataset
Level of theory: wB97M-V/def2-TZVPD

Lowest unoccupied orbital energy   -3.2 eV
HOMO energy   -15.910 eV
Energy above the lowest of the compared OMol25 structures with the same formula, charge and spin   94.75 kcal/mol
M   106.1 u
Total charge   +1
SMILES string   CCOC(=[NH2+])OO

Atoms and positions in Å:
C -1.35 -0.94 0.82
C -0.15 -1.42 0.00
O 0.98 -0.45 0.28
C 1.08 0.69 -0.23
N 2.18 1.36 -0.06
O 0.15 1.10 -1.07
O 0.57 2.30 -1.60
H -1.33 -1.01 1.91
H -1.42 0.18 0.52
H -2.08 -1.47 0.33
H -0.16 -1.38 -1.02
H 0.03 -2.34 0.48
H 2.36 2.10 -0.74
H 2.65 1.21 0.80
H -0.26 2.79 -1.54